(1)
{"formula": "C4H10Si", "method": "ωB97M-V with the def2-TZVPD basis set", "e_tot_ev": -12185.26726, "molar_mass_g_mol": 86.21, "smiles": "C=C([SiH3])CC", "e_homo_ev": -9.9, "spin_multiplicity": 1, "species": ["C", "C", "Si", "C", "C", "H", "H", "H", "H", "H", "H", "H", "H", "H", "H"], "coordinates": [[0.52731, -1.80395, -0.48684], [0.48970, -0.49910, -0.39105], [1.86938, 0.64563, 0.13291], [-1.04025, 0.15497, -0.58899], [-1.69865, 0.70147, 0.66673], [1.55518, -2.10984, -0.47079], [-0.20275, -2.52510, -0.86110], [3.15080, 0.30748, -0.66992], [2.08078, 0.14542, 1.67081], [1.68368, 2.16302, -0.01900], [-1.62942, -0.64090, -1.12222], [-1.01418, 0.93385, -1.24651], [-1.87212, -0.01006, 1.52558], [-2.67961, 1.05350, 0.58347], [-1.21985, 1.48360, 1.27692]], "lowdin_charge": [-0.054, -0.468, 0.621, -0.230, -0.142, 0.036, 0.073, -0.072, -0.037, -0.072, 0.108, 0.045, 0.087, 0.037, 0.069]}

---

(2)
{"formula": "C4H10N", "method": "ωB97M-V with the def2-TZVPD basis set", "e_tot_ev": -5787.99045, "molar_mass_g_mol": 72.13, "total_charge": 1, "e_homo_ev": -13.8, "spin_multiplicity": 1, "species": ["C", "C", "C", "C", "N", "H", "H", "H", "H", "H", "H", "H", "H", "H", "H"], "coordinates": [[-0.28232, 0.12820, 0.50667], [0.54903, 0.22008, -0.72517], [1.68463, 0.78480, 0.01501], [1.69143, 0.48925, 1.38263], [-2.21508, -0.80312, -0.93399], [-0.80910, 1.04867, 0.76089], [-0.30165, -0.76483, 1.11920], [0.25481, 0.90151, -1.51347], [0.82299, -0.71998, -1.21016], [2.58121, 0.91231, -0.58665], [1.77038, -0.57792, 1.60530], [1.73662, 1.18554, 2.20334], [-2.86374, -0.03114, -0.91488], [-2.04715, -1.31698, -0.08617], [-2.57205, -1.45637, -1.62256]], "lowdin_charge": [0.084, -0.200, -0.036, 0.080, 0.056, 0.119, 0.098, 0.150, 0.148, 0.149, 0.130, 0.102, 0.047, 0.022, 0.051]}

---

(3)
{"formula": "C44H39CaN6O5P2SSe2", "method": "ωB97M-V with the def2-TZVPD basis set", "e_tot_ev": -243984.56646, "molar_mass_g_mol": 1023.85, "total_charge": 1, "e_homo_ev": -9.3, "spin_multiplicity": 1, "species": ["Ca", "O", "C", "O", "C", "C", "C", "C", "C", "N", "C", "O", "O", "H", "H", "H", "H", "H", "Se", "P", "C", "C", "C", "C", "C", "C", "C", "C", "C", "C", "C", "C", "C", "C", "N", "N", "N", "P", "Se", "C", "C", "C", "C", "C", "C", "C", "C", "C", "C", "C", "C", "H", "H", "H", "H", "H", "H", "H", "H", "H", "H", "H", "H", "H", "H", "H", "H", "H", "H", "H", "H", "C", "C", "C", "N", "C", "S", "N", "C", "O", "C", "C", "C", "C", "C", "C", "H", "H", "H", "H", "H", "H", "H", "H", "H", "H", "H", "H", "H", "H"], "coordinates": [[1.13602, 2.68883, 2.26265], [4.16291, 4.21276, -0.53671], [3.47471, 3.78309, 0.49389], [2.43513, 4.27544, 0.89384], [4.11731, 2.61944, 1.19673], [5.25894, 1.95615, 0.77699], [5.67135, 0.86158, 1.52094], [4.95266, 0.47222, 2.64676], [3.83330, 1.20958, 2.99211], [3.44623, 2.25743, 2.27695], [2.90136, 0.96340, 4.15748], [3.24527, 0.09482, 5.08563], [1.86795, 1.59254, 4.25777], [3.67148, 4.91649, -0.99101], [5.78356, 2.27096, -0.11294], [6.54522, 0.30033, 1.21934], [5.26519, -0.40227, 3.20333], [4.10159, -0.31328, 4.90429], [1.20983, 2.38431, -5.17864], [-0.25378, 2.41652, -3.69208], [-1.59392, 1.24514, -4.00030], [-2.48127, 1.44197, -5.05836], [-3.46889, 0.50610, -5.31696], [-3.55836, -0.64833, -4.54657], [-2.63920, -0.87749, -3.53418], [-1.65670, 0.06570, -3.26669], [-0.92688, 4.08968, -3.42994], [-2.20178, 4.50890, -3.78211], [-2.55510, 5.84724, -3.65539], [-1.65018, 6.76663, -3.15482], [-0.37824, 6.34831, -2.77971], [-0.01631, 5.02229, -2.92775], [0.36078, 2.02082, -2.02325], [-0.17573, 1.98588, -0.72894], [0.87498, 1.83741, 0.10914], [1.98215, 1.81365, -0.61743], [1.69965, 1.93048, -1.88904], [-1.78319, 1.86672, 0.06047], [-1.67412, 2.48082, 2.13581], [-3.06892, 2.82062, -0.77152], [-3.89659, 2.23894, -1.73135], [-4.96044, 2.96040, -2.25202], [-5.19791, 4.25787, -1.82349], [-4.36047, 4.84688, -0.88608], [-3.30132, 4.13094, -0.35633], [-2.26821, 0.13020, -0.01362], [-1.31501, -0.84472, -0.29119], [-1.68204, -2.18229, -0.30947], [-2.99448, -2.54599, -0.04358], [-3.93909, -1.57590, 0.26580], [-3.57754, -0.23944, 0.28780], [-2.37982, 2.30835, -5.69916], [-4.15932, 0.66665, -6.13468], [-4.32823, -1.37942, -4.75664], [-2.68156, -1.78889, -2.95085], [-0.92963, -0.12311, -2.48823], [-2.93286, 3.80432, -4.14924], [-3.54766, 6.16567, -3.94673], [-1.92919, 7.80793, -3.05915], [0.33444, 7.06534, -2.39238], [0.98848, 4.69760, -2.68035], [-3.72864, 1.22543, -2.06595], [-5.60674, 2.49932, -2.98748], [-6.03868, 4.81248, -2.22032], [-4.53888, 5.86193, -0.55727], [-2.67170, 4.57564, 0.40347], [-0.29039, -0.56353, -0.49849], [-0.94186, -2.93835, -0.54069], [-3.28656, -3.58750, -0.07865], [-4.95963, -1.85935, 0.48604], [-4.31619, 0.51291, 0.53481], [-1.18940, -5.64730, 2.34852], [-0.77447, -4.83309, 3.56891], [-0.29852, -3.42744, 3.23523], [0.92978, -3.50395, 2.44776], [1.64792, -2.45248, 2.08550], [1.15334, -0.87536, 2.34352], [2.85205, -2.65983, 1.42801], [3.59849, -3.80472, 1.11619], [4.38280, -3.74650, 0.20110], [3.46546, -5.01978, 1.97130], [3.46129, -4.93205, 3.36185], [3.40481, -6.08658, 4.12532], [3.33526, -7.32619, 3.50156], [3.34414, -7.41441, 2.11623], [3.42522, -6.26285, 1.34834], [-1.53111, -6.63945, 2.64057], [-0.36653, -5.78396, 1.64256], [-2.00359, -5.15378, 1.81676], [0.01415, -5.35508, 4.12097], [-1.61698, -4.74136, 4.25572], [-0.09802, -2.85709, 4.14446], [-1.04753, -2.87284, 2.66588], [1.30542, -4.42595, 2.28328], [3.16276, -1.84415, 0.91681], [3.50375, -3.96197, 3.84321], [3.41629, -6.02198, 5.20517], [3.28300, -8.22678, 4.09882], [3.30010, -8.38146, 1.63396], [3.46286, -6.31480, 0.26812]], "lowdin_charge": [1.190, 0.181, -0.489, 0.005, -0.179, 0.057, 0.010, 0.028, -0.198, 0.055, -0.522, 0.180, -0.034, 0.158, 0.137, 0.129, 0.124, 0.120, 0.285, 0.473, -0.354, -0.096, -0.065, -0.067, -0.068, -0.098, -0.340, -0.085, -0.079, -0.075, -0.073, -0.104, -0.412, -0.419, -0.197, -0.060, 0.022, 0.667, 0.326, -0.345, -0.088, -0.064, -0.068, -0.069, -0.105, -0.354, -0.129, -0.085, -0.080, -0.057, -0.077, 0.111, 0.110, 0.108, 0.101, 0.077, 0.085, 0.109, 0.107, 0.104, 0.094, 0.092, 0.113, 0.113, 0.114, 0.074, 0.091, 0.114, 0.106, 0.112, 0.118, -0.092, -0.231, -0.209, 0.028, -0.777, 0.753, 0.101, -0.404, 0.122, -0.180, -0.046, -0.066, -0.063, -0.056, -0.010, 0.077, 0.066, 0.065, 0.107, 0.115, 0.114, 0.107, 0.111, 0.124, 0.118, 0.110, 0.111, 0.112, 0.127]}

---

(4)
{"formula": "C34H67Br22N2O2", "method": "ωB97M-V with the def2-TZVPD basis set", "e_tot_ev": -1584349.43626, "molar_mass_g_mol": 2293.81, "total_charge": 1, "e_homo_ev": -10.9, "spin_multiplicity": 1, "species": ["C", "C", "O", "O", "C", "C", "C", "C", "C", "C", "C", "C", "N", "C", "C", "N", "H", "H", "H", "H", "H", "H", "H", "H", "H", "H", "H", "H", "H", "H", "H", "H", "H", "H", "H", "H", "H", "H", "H", "Br", "C", "C", "Br", "H", "H", "H", "H", "Br", "C", "C", "Br", "H", "H", "H", "H", "Br", "C", "C", "Br", "H", "H", "H", "H", "Br", "C", "C", "Br", "H", "H", "H", "H", "Br", "C", "C", "Br", "H", "H", "H", "H", "Br", "C", "C", "Br", "H", "H", "H", "H", "Br", "C", "C", "Br", "H", "H", "H", "H", "Br", "C", "C", "Br", "H", "H", "H", "H", "Br", "C", "C", "Br", "H", "H", "H", "H", "Br", "C", "C", "Br", "H", "H", "H", "H", "Br", "C", "C", "Br", "H", "H", "H", "H"], "coordinates": [[1.83382, 0.49242, 2.07818], [1.68475, 0.21619, 0.60603], [2.66692, 0.18922, -0.08896], [0.43686, 0.00653, 0.13288], [-0.03088, 1.05583, -0.74490], [-0.87294, 0.50692, -1.88454], [-0.14166, 0.30717, -3.22856], [1.30253, -0.22860, -3.12614], [2.37682, 0.71776, -3.67974], [2.57100, 2.01142, -2.86907], [4.05029, 2.46238, -3.23523], [3.76596, 3.06461, -4.57970], [2.57902, 3.52365, -4.64265], [1.93268, 3.34208, -3.32464], [0.45271, 3.68106, -3.15370], [0.34001, 4.75289, -2.14987], [1.39941, -0.33469, 2.63587], [2.89175, 0.58733, 2.29234], [1.33887, 1.43914, 2.29755], [-0.64960, 1.72075, -0.14463], [0.81044, 1.65897, -1.07280], [-1.37896, -0.41598, -1.60813], [-1.66994, 1.23609, -2.06119], [-0.72144, -0.41412, -3.80491], [-0.13386, 1.21513, -3.82993], [1.34657, -1.13100, -3.73991], [1.55016, -0.56564, -2.12280], [3.31228, 0.15889, -3.66320], [2.15451, 0.89846, -4.73421], [2.59596, 1.88924, -1.79141], [4.39117, 3.28497, -2.59519], [4.77662, 1.66110, -3.30278], [4.44436, 3.10983, -5.42201], [2.16516, 3.95161, -5.47839], [2.47118, 4.07640, -2.71328], [-0.12913, 2.83811, -2.79897], [0.07950, 4.08717, -4.09677], [0.90622, 4.52381, -1.33642], [-0.62137, 4.79315, -1.82752], [-3.02798, 2.55059, 0.73897], [-2.89422, 1.03799, 1.95905], [-3.65937, 1.29318, 3.22991], [-2.69865, 2.51807, 4.39798], [-1.83658, 0.86445, 2.13345], [-3.31357, 0.19139, 1.41851], [-3.76798, 0.37275, 3.79884], [-4.63747, 1.72736, 3.05261], [2.80613, -2.16530, 0.33009], [3.76827, -3.85658, 0.08984], [3.35817, -4.92570, 1.06778], [4.11211, -4.60630, 2.83522], [4.82192, -3.60890, 0.16175], [3.53428, -4.17122, -0.92506], [3.74345, -5.89840, 0.76575], [2.28165, -4.98875, 1.19189], [-3.96144, 5.23795, -5.01950], [-3.92893, 3.73936, -3.78279], [-4.72020, 4.01784, -2.53269], [-3.77168, 5.20776, -1.32358], [-2.88418, 3.53144, -3.57216], [-4.36350, 2.90499, -4.32886], [-4.86874, 3.09542, -1.97048], [-5.68169, 4.47985, -2.73305], [0.44592, 6.80145, 0.70021], [1.02935, 5.55417, 2.06909], [2.46921, 5.16291, 1.87249], [2.65313, 3.90167, 0.39364], [0.35261, 4.70613, 2.02692], [0.90322, 6.07203, 3.01746], [2.84992, 4.64272, 2.74827], [3.11362, 6.00465, 1.64371], [-7.78959, 3.83652, 2.69895], [-7.31374, 3.73387, 0.81865], [-7.66869, 2.39340, 0.23124], [-6.40937, 1.01201, 0.77282], [-6.25336, 3.96242, 0.75016], [-7.88408, 4.52257, 0.33275], [-7.61015, 2.42774, -0.85460], [-8.65308, 2.04845, 0.52854], [3.78000, -8.86275, 1.73994], [2.39171, -8.18197, 2.92151], [1.14772, -9.02527, 2.86190], [0.13020, -8.67476, 1.23730], [2.21390, -7.15058, 2.63672], [2.82570, -8.20989, 3.91820], [0.47807, -8.77331, 3.68115], [1.35740, -10.08849, 2.88076], [-3.21187, 7.30553, 1.91683], [-4.54733, 8.03961, 3.12077], [-5.79154, 7.19477, 3.14446], [-6.87297, 7.46722, 1.55133], [-4.73163, 9.05877, 2.79807], [-4.07633, 8.05106, 4.10104], [-6.42892, 7.48226, 3.97743], [-5.58113, 6.13152, 3.20208], [0.94038, 4.79511, -7.24163], [1.74449, 4.78585, -9.01786], [1.67114, 3.41691, -9.63440], [2.99113, 2.22123, -8.84855], [2.76241, 5.14215, -8.90397], [1.17135, 5.50762, -9.59450], [1.91179, 3.46536, -10.69355], [0.70250, 2.94665, -9.50358], [-0.50219, -12.13972, 2.42304], [-0.44562, -13.83520, 3.37557], [0.54763, -13.80300, 4.50526], [2.37620, -13.94022, 3.86330], [-0.22163, -14.59995, 2.63972], [-1.45163, -13.98543, 3.76035], [0.40733, -14.66168, 5.15845], [0.49032, -12.89142, 5.09047], [2.36444, -18.19032, 5.12716], [4.21570, -17.74751, 4.72841], [5.07184, -17.76995, 5.96636], [4.79336, -16.18966, 7.06371], [4.20850, -16.77888, 4.23888], [4.54642, -18.50802, 4.02481], [6.12602, -17.75116, 5.69997], [4.87326, -18.63043, 6.59623], [0.41715, 9.87806, 4.10622], [0.03398, 10.08786, 2.21148], [-0.69181, 11.37104, 1.91488], [-2.56343, 11.25585, 2.41635], [-0.53306, 9.21334, 1.91204], [1.00478, 10.07912, 1.72103], [-0.69054, 11.56290, 0.84432], [-0.27765, 12.22760, 2.43606]], "lowdin_charge": [0.004, -0.729, -0.145, -0.033, -0.181, -0.148, -0.173, -0.166, -0.135, -0.213, -0.060, 0.012, 0.146, -0.218, -0.190, 0.010, 0.093, 0.091, 0.080, 0.049, 0.083, 0.127, 0.093, 0.110, 0.087, 0.114, 0.082, 0.119, 0.125, 0.088, 0.138, 0.129, 0.155, 0.011, 0.125, 0.076, 0.108, -0.058, 0.033, 0.612, -0.670, -0.702, 0.611, 0.042, 0.055, 0.065, 0.007, 0.966, -0.627, -0.697, 0.616, 0.051, 0.059, 0.028, 0.051, 0.623, -0.702, -0.680, 0.588, 0.028, 0.061, 0.041, 0.055, 0.683, -0.651, -0.632, 0.749, 0.052, 0.068, 0.067, 0.056, 0.634, -0.708, -0.670, 0.643, 0.030, 0.050, 0.054, 0.053, 0.620, -0.695, -0.713, 0.585, 0.012, 0.063, 0.063, -0.012, 0.581, -0.690, -0.689, 0.616, 0.021, 0.065, 0.064, 0.027, 0.720, -0.649, -0.682, 0.610, 0.056, 0.068, 0.067, 0.055, 0.650, -0.682, -0.690, 0.609, 0.052, 0.059, 0.058, 0.050, 0.592, -0.699, -0.700, 0.598, 0.028, 0.058, 0.057, 0.049, 0.604, -0.736, -0.683, 0.634, -0.035, 0.052, 0.060, 0.052]}